No. 1
{"formula": "C47H49LuN16O", "method": "ωB97M-V with the def2-TZVPD basis set", "elements": ["Lu", "C", "C", "C", "C", "C", "N", "C", "C", "C", "C", "C", "C", "C", "C", "N", "C", "N", "C", "N", "C", "N", "C", "N", "C", "N", "C", "C", "C", "C", "C", "C", "C", "C", "C", "C", "C", "C", "C", "C", "N", "H", "H", "H", "H", "H", "H", "H", "H", "H", "H", "H", "H", "H", "H", "H", "H", "N", "C", "C", "N", "H", "H", "H", "H", "H", "H", "H", "H", "H", "C", "N", "C", "C", "C", "N", "C", "C", "O", "H", "H", "H", "H", "H", "H", "H", "H", "H", "H", "H", "H", "C", "N", "C", "C", "N", "C", "H", "H", "H", "H", "H", "H", "C", "N", "C", "C", "N", "H", "H", "H", "H", "H", "H"], "xyz": [[-0.785, 0.218, 0.268], [-6.799, -0.122, -2.900], [-6.794, 1.269, -2.752], [-5.811, 1.908, -2.011], [-4.818, 1.121, -1.447], [-3.684, 1.439, -0.583], [-3.461, 2.650, -0.111], [-2.558, 2.925, 0.819], [-2.563, 4.177, 1.566], [-3.400, 5.282, 1.526], [-3.188, 6.280, 2.462], [-2.178, 6.167, 3.426], [-1.353, 5.054, 3.476], [-1.556, 4.066, 2.524], [-0.947, 2.757, 2.322], [-0.014, 2.272, 3.119], [0.338, 0.998, 3.166], [-0.155, -0.032, 2.419], [0.377, -1.201, 2.892], [0.064, -2.431, 2.529], [-0.872, -2.727, 1.638], [-1.510, -1.859, 0.788], [-2.519, -2.536, 0.168], [-3.455, -2.045, -0.647], [-3.687, -0.762, -0.820], [-3.007, 0.295, -0.274], [-4.825, -0.266, -1.593], [-5.822, -0.909, -2.308], [-2.482, -3.932, 0.564], [-3.287, -5.017, 0.230], [-2.997, -6.233, 0.824], [-1.945, -6.359, 1.744], [-1.162, -5.275, 2.096], [-1.437, -4.055, 1.487], [1.315, -0.906, 3.970], [2.102, -1.715, 4.780], [2.873, -1.097, 5.753], [2.847, 0.294, 5.924], [2.051, 1.099, 5.126], [1.291, 0.481, 4.141], [-1.555, 2.125, 1.270], [-7.592, -0.590, -3.470], [-7.582, 1.854, -3.207], [-5.821, 2.981, -1.864], [-4.193, 5.351, 0.790], [-3.821, 7.158, 2.464], [-2.049, 6.959, 4.153], [-0.581, 4.954, 4.229], [-5.851, -1.990, -2.380], [-4.117, -4.897, -0.454], [-3.600, -7.102, 0.591], [-1.755, -7.324, 2.196], [-0.371, -5.360, 2.832], [2.088, -2.792, 4.666], [3.494, -1.698, 6.405], [3.443, 0.742, 6.709], [2.006, 2.173, 5.271], [5.085, -2.145, -4.395], [3.927, -1.893, -3.451], [3.518, -0.415, -3.490], [2.289, -0.129, -2.805], [5.369, -3.123, -4.404], [5.898, -1.588, -4.129], [4.836, -1.881, -5.348], [4.249, -2.193, -2.455], [3.104, -2.531, -3.764], [3.426, -0.110, -4.539], [4.321, 0.182, -3.047], [2.308, -0.285, -1.799], [1.478, -0.603, -3.183], [2.551, -2.873, 0.351], [3.250, -1.728, 0.918], [4.395, -2.015, 1.779], [5.323, -0.822, 1.811], [4.521, 0.379, 2.265], [3.331, 0.544, 1.428], [2.785, 1.893, 1.397], [2.702, -0.487, 0.826], [1.645, -0.332, 0.162], [3.012, -3.189, -0.592], [1.511, -2.632, 0.170], [2.592, -3.705, 1.053], [4.896, -2.900, 1.391], [4.050, -2.240, 2.791], [5.731, -0.637, 0.813], [6.154, -1.006, 2.491], [5.108, 1.293, 2.177], [4.224, 0.272, 3.312], [3.468, 2.556, 0.856], [2.662, 2.269, 2.414], [1.824, 1.901, 0.904], [-2.650, -3.083, -4.074], [-1.964, -1.908, -3.551], [-2.224, -0.600, -3.887], [-1.490, 0.159, -3.033], [-0.781, -0.660, -2.168], [-1.121, -1.891, -2.510], [-2.789, -2.983, -5.147], [-3.617, -3.191, -3.584], [-2.056, -3.971, -3.868], [-2.905, -0.329, -4.677], [-1.428, 1.233, -2.977], [-0.750, -2.794, -2.047], [0.716, 4.106, -3.718], [1.093, 3.915, -2.314], [1.725, 5.037, -1.617], [0.629, 2.889, -1.647], [0.200, 2.002, -1.043], [-0.007, 4.918, -3.812], [0.279, 3.191, -4.110], [1.603, 4.354, -4.299], [1.067, 5.907, -1.619], [2.656, 5.296, -2.120], [1.939, 4.761, -0.587]], "e_lumo_ha": [-0.19560, -0.19560], "largest_force_ha_per_bohr": 0.0131, "gap_ev": [4.68, 4.60], "relative_energy_kj_mol": 73.2, "total_charge": 2}

No. 2
{"formula": "C47H49N3O4PPdS2Te", "method": "ωB97M-V with the def2-TZVPD basis set", "elements": ["Pd", "O", "S", "O", "O", "C", "C", "C", "C", "C", "C", "P", "C", "C", "C", "C", "C", "C", "C", "C", "C", "C", "C", "C", "H", "H", "H", "H", "H", "H", "H", "H", "H", "H", "H", "H", "H", "H", "C", "N", "C", "C", "N", "C", "S", "H", "H", "H", "H", "H", "H", "H", "H", "C", "C", "C", "C", "C", "C", "Te", "N", "C", "O", "C", "C", "C", "C", "C", "C", "C", "C", "C", "C", "C", "C", "C", "C", "C", "C", "C", "C", "H", "H", "H", "H", "H", "H", "H", "H", "H", "H", "H", "H", "H", "H", "H", "H", "H", "H", "H", "H", "H", "H", "H", "H", "H", "H", "H"], "xyz": [[1.828, 0.375, -0.330], [4.107, 0.031, -0.619], [3.807, -0.029, -2.066], [4.944, 0.139, -2.924], [2.676, 0.846, -2.417], [3.226, -1.718, -2.296], [3.225, -2.214, -3.587], [2.780, -3.503, -3.832], [2.347, -4.290, -2.775], [2.353, -3.797, -1.479], [2.788, -2.498, -1.219], [2.698, -1.761, 0.463], [1.531, -2.838, 1.350], [0.225, -2.935, 0.861], [-0.768, -3.527, 1.618], [-0.480, -4.004, 2.890], [0.809, -3.901, 3.390], [1.809, -3.315, 2.628], [4.325, -2.176, 1.161], [5.062, -1.194, 1.816], [6.307, -1.500, 2.340], [6.818, -2.783, 2.211], [6.077, -3.765, 1.567], [4.831, -3.465, 1.044], [3.580, -1.573, -4.384], [2.770, -3.894, -4.841], [1.990, -5.296, -2.962], [1.994, -4.415, -0.667], [-0.022, -2.521, -0.108], [-1.775, -3.588, 1.223], [-1.266, -4.436, 3.496], [1.037, -4.260, 4.385], [2.809, -3.218, 3.031], [4.668, -0.186, 1.876], [6.887, -0.735, 2.840], [7.797, -3.019, 2.606], [6.476, -4.766, 1.467], [4.252, -4.233, 0.545], [2.107, 3.526, 3.734], [1.480, 3.961, 2.513], [0.225, 4.705, 2.522], [0.038, 5.037, 1.042], [0.867, 4.015, 0.404], [1.790, 3.533, 1.280], [3.143, 2.658, 0.833], [1.501, 2.779, 4.253], [2.258, 4.388, 4.385], [3.074, 3.092, 3.490], [0.311, 5.591, 3.152], [-0.587, 4.070, 2.885], [0.399, 6.042, 0.804], [-1.000, 4.944, 0.725], [1.158, 4.123, -0.554], [-5.790, 4.687, -4.605], [-4.813, 3.960, -3.721], [-3.864, 3.107, -4.269], [-2.923, 2.446, -3.485], [-1.920, 1.563, -4.184], [-2.937, 2.628, -2.094], [-1.280, 1.653, -0.912], [0.050, 0.354, 0.502], [-0.370, 0.829, 1.651], [-1.389, 1.596, 1.716], [0.220, 0.361, 2.957], [-0.644, -0.095, 3.947], [-0.145, -0.580, 5.147], [1.222, -0.595, 5.379], [2.088, -0.129, 4.400], [1.594, 0.340, 3.192], [-2.226, -0.227, -1.311], [-3.495, -0.485, -0.776], [-4.239, 0.539, 0.036], [-4.089, -1.723, -1.001], [-3.448, -2.726, -1.708], [-4.095, -4.062, -1.950], [-2.179, -2.465, -2.203], [-1.562, -1.229, -2.036], [-0.204, -1.056, -2.645], [-3.882, 3.492, -1.531], [-3.943, 3.753, -0.043], [-4.809, 4.137, -2.346], [-5.588, 4.470, -5.654], [-5.716, 5.765, -4.458], [-6.817, 4.391, -4.387], [-3.847, 2.953, -5.342], [-1.955, 1.729, -5.260], [-2.136, 0.511, -3.993], [-0.906, 1.774, -3.843], [-1.712, -0.064, 3.770], [-0.830, -0.943, 5.903], [1.609, -0.966, 6.319], [3.159, -0.126, 4.572], [2.274, 0.732, 2.450], [-3.547, 1.083, 0.679], [-4.997, 0.066, 0.660], [-4.733, 1.251, -0.627], [-5.082, -1.903, -0.602], [-5.127, -4.074, -1.602], [-3.548, -4.853, -1.431], [-4.089, -4.298, -3.014], [-1.653, -3.243, -2.749], [-0.145, -1.537, -3.623], [0.534, -1.535, -2.006], [0.071, -0.011, -2.757], [-3.130, 3.244, 0.474], [-4.885, 3.392, 0.373], [-3.883, 4.824, 0.162], [-5.541, 4.795, -1.886]], "spin_multiplicity": 2, "e_lumo_ha": [-0.04221, -0.04952], "largest_force_ha_per_bohr": 0.0632, "gap_ev": [6.07, 6.19], "s2": 0.844, "relative_energy_kj_mol": 158.6, "total_charge": 0}

No. 3
{"formula": "C47H50Cl3N6O7SiSr", "method": "ωB97M-V with the def2-TZVPD basis set", "elements": ["Sr", "C", "C", "O", "C", "C", "O", "C", "C", "O", "C", "C", "O", "H", "H", "H", "H", "H", "H", "H", "H", "H", "H", "H", "H", "H", "H", "H", "H", "C", "O", "C", "C", "C", "C", "C", "C", "N", "N", "C", "C", "C", "C", "O", "C", "N", "C", "C", "C", "C", "H", "H", "H", "H", "H", "H", "H", "H", "H", "H", "H", "H", "C", "C", "C", "C", "C", "C", "C", "N", "C", "N", "C", "C", "C", "C", "C", "C", "C", "N", "C", "C", "C", "C", "C", "C", "C", "H", "H", "H", "H", "H", "H", "H", "H", "H", "H", "H", "H", "H", "H", "H", "H", "H", "H", "H", "H", "H", "H", "O", "C", "Cl", "Si", "Cl", "Cl"], "xyz": [[-0.131, 0.021, 0.986], [-1.311, -1.219, 4.218], [-2.092, -1.904, 3.074], [-2.530, -0.904, 2.197], [-3.688, -0.194, 2.552], [-3.825, 0.791, 1.397], [-2.639, 1.559, 1.322], [-2.662, 2.650, 2.186], [-1.236, 3.202, 2.323], [-0.419, 2.110, 2.875], [-0.473, 1.819, 4.215], [0.281, 0.514, 4.413], [-0.243, -0.563, 3.682], [-2.014, -0.470, 4.723], [-1.026, -1.947, 5.000], [-1.425, -2.599, 2.564], [-2.910, -2.502, 3.412], [-4.601, -0.789, 2.531], [-3.491, 0.374, 3.512], [-3.915, 0.309, 0.423], [-4.743, 1.433, 1.551], [-3.225, 3.486, 1.762], [-3.094, 2.401, 3.207], [-0.811, 3.347, 1.353], [-1.133, 4.129, 2.935], [-0.041, 2.647, 4.857], [-1.497, 1.610, 4.573], [1.350, 0.633, 4.011], [0.364, 0.230, 5.477], [-1.064, -8.516, -3.863], [-2.259, -8.691, -3.208], [-3.162, -7.627, -3.186], [-4.329, -7.835, -2.461], [-5.173, -6.795, -2.270], [-4.882, -5.528, -2.791], [-3.793, -5.357, -3.618], [-2.919, -6.429, -3.842], [-5.825, -4.480, -2.499], [-5.395, -3.349, -2.195], [-4.060, -3.193, -1.679], [-3.422, -4.076, -0.800], [-2.256, -3.761, -0.109], [-1.656, -2.485, -0.277], [-0.603, -2.234, 0.396], [-2.282, -1.577, -1.204], [-1.680, -0.358, -1.384], [-2.303, 0.509, -2.198], [-3.523, 0.263, -2.818], [-4.182, -0.935, -2.599], [-3.481, -1.947, -1.883], [-0.541, -9.435, -3.653], [-0.482, -7.733, -3.471], [-1.135, -8.304, -4.970], [-4.458, -8.838, -1.995], [-6.045, -6.863, -1.614], [-3.600, -4.395, -4.129], [-2.006, -6.224, -4.413], [-3.790, -5.078, -0.682], [-1.725, -4.455, 0.554], [-1.760, 1.459, -2.425], [-4.015, 0.988, -3.430], [-5.135, -1.103, -3.037], [4.355, 4.580, -2.778], [5.221, 4.287, -1.581], [6.370, 4.997, -1.322], [7.074, 4.769, -0.142], [6.539, 3.904, 0.789], [5.385, 3.176, 0.497], [4.727, 3.341, -0.700], [3.532, 2.742, -1.057], [2.942, 1.689, -0.304], [3.769, 0.647, -0.067], [3.595, -0.431, 0.874], [2.292, -0.793, 1.280], [2.316, -1.804, 2.247], [3.446, -2.343, 2.842], [4.707, -2.008, 2.378], [4.832, -1.042, 1.370], [6.256, -0.548, 1.117], [1.657, 1.770, -0.010], [1.078, 3.010, -0.282], [0.170, 3.028, -1.345], [-0.524, 4.238, -1.608], [-0.353, 5.376, -0.864], [0.635, 5.396, 0.127], [1.335, 4.184, 0.471], [2.210, 4.090, 1.645], [4.899, 5.183, -3.515], [3.497, 5.237, -2.452], [4.019, 3.649, -3.169], [6.750, 5.741, -2.046], [8.002, 5.289, 0.020], [7.086, 3.780, 1.750], [4.975, 2.422, 1.191], [2.874, 3.333, -1.481], [4.651, 0.757, -0.486], [1.366, -2.202, 2.583], [3.348, -3.144, 3.595], [5.627, -2.357, 2.818], [6.938, -1.207, 0.510], [6.731, -0.513, 2.127], [6.313, 0.403, 0.666], [0.118, 2.119, -1.964], [-1.161, 4.244, -2.446], [-0.976, 6.300, -0.998], [0.793, 6.309, 0.704], [1.742, 4.504, 2.565], [3.203, 4.601, 1.535], [2.477, 3.034, 1.877], [4.834, -5.007, 0.879], [4.875, -5.463, -0.151], [-5.893, 7.051, -3.888], [-4.387, 5.523, -4.589], [-5.670, 4.444, -5.947], [-4.477, 3.922, -2.841]], "e_lumo_ha": 0.05975, "largest_force_ha_per_bohr": 0.0595, "gap_ev": 6.31, "relative_energy_kj_mol": 106.6, "total_charge": -1}

No. 4
{"formula": "C47H50ClN6O4Tl", "method": "ωB97M-V with the def2-TZVPD basis set", "elements": ["Tl", "C", "C", "C", "C", "C", "C", "C", "C", "C", "C", "C", "C", "C", "C", "C", "C", "N", "C", "C", "C", "N", "C", "C", "C", "N", "C", "C", "C", "C", "C", "C", "C", "C", "C", "C", "C", "C", "N", "C", "C", "H", "H", "H", "H", "H", "H", "H", "H", "H", "H", "H", "H", "H", "H", "H", "H", "H", "H", "H", "H", "H", "H", "H", "H", "H", "H", "H", "H", "H", "H", "H", "H", "H", "H", "H", "H", "H", "H", "H", "H", "H", "H", "H", "H", "O", "C", "O", "C", "C", "Cl", "N", "N", "C", "C", "O", "O", "C", "C", "C", "C", "C", "C", "H", "H", "H", "H", "H", "H"], "xyz": [[-0.106, 0.507, 0.225], [-4.588, 3.881, -3.005], [-4.759, 2.916, -1.825], [-3.534, 2.800, -0.975], [-3.284, 3.380, 0.230], [-4.167, 4.306, 1.005], [-3.789, 5.780, 0.810], [-1.993, 2.891, 0.698], [-1.428, 3.167, 1.919], [-0.280, 2.562, 2.535], [0.177, 2.773, 3.849], [-0.440, 3.706, 4.846], [-0.049, 5.171, 4.612], [1.278, 1.920, 4.042], [1.471, 1.219, 2.838], [2.480, 0.238, 2.556], [2.626, -0.529, 1.424], [1.785, -0.534, 0.327], [2.315, -1.361, -0.640], [1.803, -1.579, -1.897], [0.618, -1.020, -2.484], [-0.221, -0.135, -1.849], [-1.237, 0.196, -2.710], [-2.287, 1.131, -2.399], [-2.401, 1.937, -1.292], [-1.472, 2.065, -0.279], [-1.050, -0.493, -3.919], [0.121, -1.267, -3.775], [0.789, -2.099, -4.826], [1.837, -1.302, -5.615], [-1.954, -0.420, -5.112], [-1.698, 0.811, -5.991], [3.540, -1.941, -0.110], [3.725, -1.441, 1.144], [4.858, -1.710, 2.084], [5.995, -0.691, 1.937], [4.415, -2.895, -0.862], [5.374, -2.183, -1.825], [0.528, 1.634, 1.931], [2.117, 1.787, 5.276], [3.307, 2.755, 5.284], [-5.501, 3.925, -3.606], [-3.766, 3.557, -3.645], [-4.360, 4.886, -2.646], [-5.009, 1.924, -2.210], [-5.601, 3.248, -1.212], [-4.100, 4.054, 2.065], [-5.207, 4.159, 0.702], [-2.743, 5.938, 1.076], [-4.410, 6.430, 1.432], [-3.920, 6.072, -0.234], [-1.963, 3.872, 2.546], [-0.140, 3.415, 5.857], [-1.530, 3.614, 4.802], [1.031, 5.296, 4.715], [-0.542, 5.837, 5.328], [-0.322, 5.479, 3.601], [3.214, 0.090, 3.340], [2.367, -2.250, -2.537], [-3.091, 1.185, -3.126], [0.043, -2.494, -5.523], [1.282, -2.963, -4.367], [1.368, -0.452, -6.112], [2.328, -1.921, -6.375], [2.598, -0.915, -4.936], [-2.997, -0.397, -4.781], [-1.833, -1.323, -5.719], [-1.804, 1.720, -5.396], [-2.398, 0.860, -6.832], [-0.683, 0.788, -6.394], [5.251, -2.716, 1.910], [4.489, -1.682, 3.112], [6.413, -0.728, 0.930], [6.798, -0.885, 2.654], [5.614, 0.318, 2.102], [3.784, -3.580, -1.436], [4.995, -3.501, -0.159], [4.811, -1.580, -2.538], [5.981, -2.905, -2.380], [6.045, -1.521, -1.277], [2.490, 0.762, 5.355], [1.502, 1.971, 6.162], [3.930, 2.586, 4.404], [3.927, 2.629, 6.179], [2.954, 3.787, 5.250], [-4.328, -2.849, 3.899], [-3.967, -3.902, 3.203], [-4.477, -4.993, 3.371], [-2.894, -3.682, 2.204], [-2.301, -4.653, 1.417], [-2.660, -6.317, 1.350], [-1.375, -4.042, 0.622], [-1.367, -2.719, 0.849], [-2.257, -2.484, 1.783], [-2.446, -1.055, 2.214], [-3.223, -0.823, 3.170], [-1.811, -0.220, 1.545], [-0.531, -4.526, -0.409], [-0.217, -3.641, -1.443], [0.632, -4.042, -2.456], [1.181, -5.317, -2.456], [0.876, -6.188, -1.420], [0.029, -5.801, -0.395], [-3.808, -1.998, 3.604], [-0.633, -2.643, -1.430], [0.864, -3.345, -3.252], [1.856, -5.621, -3.246], [1.314, -7.179, -1.402], [-0.176, -6.479, 0.417]], "e_lumo_ha": [0.15234, 0.15244], "largest_force_ha_per_bohr": 0.0349, "gap_ev": [3.96, 3.96], "total_charge": -2}